# 1
Entry from the OMol25 dataset: a cluster of 3 separate species, C51H63BClN3O10PS in total at a distorted geometry (ωB97M-V/def2-TZVPD).

CARTESIAN COORDINATES (ANGSTROEM)
C  -2.644  1.403  3.848
C  -3.743  1.454  3.113
C  -4.268  0.594  1.980
C  -3.663  -0.787  1.645
P  -3.799  -1.622  3.433
O  -4.230  -3.143  3.191
O  -2.322  -1.590  4.072
S  -5.134  -0.870  4.616
C  -4.520  -1.689  0.678
C  -5.380  -0.960  -0.442
C  -6.418  -1.904  -1.109
C  -6.197  0.327  -0.166
C  -7.332  0.378  0.892
C  -7.656  -0.869  1.716
C  -3.664  -2.977  0.152
Cl  -3.838  -3.080  -1.667
C  -4.175  -4.368  0.622
C  -5.657  -4.606  0.915
C  -2.086  -2.928  0.465
N  -1.890  -3.138  1.905
B  -1.265  -4.183  -0.263
O  -1.689  -4.912  -1.338
O  -0.135  -4.650  0.335
C  -1.470  -1.548  0.170
C  -1.551  -1.174  -1.323
C  -0.488  -0.343  -2.096
N  0.137  0.824  -1.479
C  -0.039  -1.324  0.664
C  1.095  -2.052  -0.086
C  2.476  -1.253  -0.189
O  2.076  -2.624  0.598
N  -2.245  -0.484  1.070
O  -2.277  0.678  0.253
C  -1.587  1.844  0.745
C  -1.989  3.009  -0.156
C  -2.670  4.126  0.633
H  -1.742  0.867  3.579
H  -2.594  1.927  4.791
H  -4.443  2.250  3.344
H  -4.282  1.204  1.086
H  -5.312  0.424  2.212
H  -3.833  -3.719  3.861
H  -2.418  -1.620  5.040
H  -5.268  -2.091  1.357
H  -4.681  -0.645  -1.217
H  -6.330  -2.945  -0.842
H  -7.430  -1.572  -0.888
H  -6.303  -1.854  -2.189
H  -6.678  0.489  -1.135
H  -5.582  1.219  -0.091
H  -8.248  0.708  0.403
H  -7.104  1.177  1.604
H  -7.908  -1.733  1.104
H  -6.859  -1.153  2.402
H  -8.531  -0.669  2.335
H  -3.627  -4.690  1.499
H  -3.885  -5.083  -0.147
H  -6.144  -3.817  1.481
H  -6.221  -4.818  0.010
H  -5.730  -5.512  1.518
H  -0.993  -2.819  2.236
H  -1.989  -4.104  2.177
H  -1.224  -4.784  -2.174
H  0.275  -4.130  1.033
H  -1.535  -2.129  -1.848
H  -2.544  -0.811  -1.558
H  0.273  -1.025  -2.491
H  -1.008  -0.002  -2.990
H  0.302  1.542  -2.171
H  1.031  0.595  -1.060
H  0.208  -0.277  0.525
H  0.106  -1.530  1.727
H  0.836  -2.582  -0.991
H  3.538  -1.478  -0.072
H  2.516  -1.499  -1.288
H  -1.660  -0.294  1.888
H  -0.509  1.692  0.700
H  -1.839  2.072  1.773
H  -2.698  2.631  -0.896
H  -1.109  3.387  -0.671
H  -2.965  4.950  -0.012
H  -2.016  4.502  1.421
H  -3.556  3.740  1.142
C  5.383  7.416  2.728
C  6.442  6.798  3.382
C  6.376  5.452  3.700
C  5.244  4.718  3.372
C  4.171  5.343  2.728
C  4.249  6.691  2.401
C  2.931  4.592  2.394
O  1.996  5.115  1.826
C  2.869  3.152  2.790
C  1.705  2.439  2.532
C  1.629  1.103  2.873
C  2.709  0.462  3.471
C  3.868  1.170  3.734
C  3.949  2.517  3.398
C  5.206  3.268  3.711
O  6.149  2.707  4.221
H  5.442  8.466  2.475
H  7.323  7.370  3.644
H  7.194  4.957  4.205
H  3.415  7.158  1.895
H  0.876  2.954  2.065
H  0.719  0.548  2.676
H  2.646  -0.587  3.732
H  4.721  0.696  4.200
C  6.814  -1.556  -8.973
C  5.435  -1.706  -8.873
C  4.793  -1.445  -7.675
C  5.528  -1.041  -6.567
C  6.916  -0.905  -6.664
C  7.553  -1.157  -7.872
C  7.742  -0.508  -5.487
O  8.942  -0.383  -5.569
C  7.031  -0.274  -4.193
C  7.774  0.052  -3.063
C  7.135  0.281  -1.856
C  5.748  0.193  -1.780
C  5.006  -0.127  -2.903
C  5.643  -0.373  -4.111
C  4.815  -0.751  -5.294
O  3.606  -0.822  -5.209
H  7.312  -1.753  -9.913
H  4.862  -2.026  -9.734
H  3.721  -1.552  -7.582
H  8.626  -1.039  -7.932
H  8.850  0.118  -3.147
H  7.713  0.528  -0.976
H  5.247  0.382  -0.838
H  3.927  -0.192  -2.857

The largest force on an atom is 2.82 eV/A. Its frontier orbital gap is 8.3 eV. For the HOMO energy, the calculation gives -0.4080 hartree. As for the net charge: +1.

***

# 2
Entry from the OMol25 dataset: a structure of composition C51H66ClN3O at a distorted geometry (ωB97M-V/def2-TZVPD).

CARTESIAN COORDINATES (ANGSTROEM)
C  2.035  -4.221  -1.977
C  1.362  -3.382  -3.073
C  1.241  -4.150  -4.395
C  2.102  -2.069  -3.276
C  3.366  -2.087  -3.845
C  4.051  -0.907  -4.086
C  3.440  0.313  -3.834
C  2.166  0.392  -3.291
C  1.466  1.733  -3.085
C  1.796  2.743  -4.205
C  1.716  2.294  -1.682
C  1.566  -0.820  -2.883
N  0.220  -0.791  -2.298
N  -0.779  -0.870  -3.217
N  -1.928  -0.893  -2.547
C  -3.217  -0.911  -3.244
C  -3.826  -2.156  -3.510
C  -3.115  -3.491  -3.259
C  -3.031  -4.331  -4.540
C  -3.800  -4.240  -2.114
C  -5.106  -2.137  -4.038
C  -5.757  -0.943  -4.316
C  -5.121  0.268  -4.096
C  -3.836  0.318  -3.577
C  -3.123  1.664  -3.416
C  -3.810  2.509  -2.347
C  -3.021  2.404  -4.757
C  -1.704  -0.836  -1.191
C  -2.850  -0.728  -0.291
C  -0.325  -0.659  -0.983
C  0.360  -0.433  0.252
H  2.076  -3.641  -1.046
H  1.457  -5.135  -1.790
H  3.062  -4.500  -2.249
H  0.347  -3.145  -2.734
H  0.716  -3.528  -5.130
H  2.224  -4.408  -4.806
H  0.665  -5.076  -4.267
H  3.827  -3.058  -4.073
H  5.075  -0.938  -4.439
H  3.972  1.245  -4.050
H  0.385  1.539  -3.163
H  1.640  2.277  -5.190
H  1.122  3.612  -4.152
H  2.830  3.118  -4.161
H  1.365  1.581  -0.929
H  2.782  2.482  -1.501
H  1.162  3.228  -1.535
H  -2.078  -3.267  -2.953
H  -2.506  -3.771  -5.322
H  -2.476  -5.262  -4.372
H  -4.025  -4.593  -4.924
H  -3.828  -3.607  -1.217
H  -4.835  -4.502  -2.377
H  -3.265  -5.161  -1.856
H  -5.588  -3.097  -4.238
H  -6.769  -0.962  -4.711
H  -5.614  1.213  -4.341
H  -2.090  1.459  -3.084
H  -3.886  1.944  -1.410
H  -3.246  3.424  -2.132
H  -4.828  2.791  -2.653
H  -2.500  1.774  -5.490
H  -4.013  2.649  -5.162
H  -2.451  3.335  -4.652
H  -2.477  -0.606  0.728
H  -3.466  0.159  -0.559
H  -3.506  -1.617  -0.346
H  0.322  -1.338  0.947
H  1.379  -0.013  0.082
C  3.522  -3.241  5.065
C  2.157  -2.683  5.517
C  1.054  -3.671  5.100
C  2.172  -2.605  7.051
C  1.966  -1.248  4.909
C  1.091  -0.990  3.879
C  1.025  0.266  3.212
C  0.076  0.431  2.085
C  -0.382  1.784  1.813
C  -1.682  2.189  1.639
C  -2.120  3.572  1.416
C  -3.410  3.814  0.879
C  -3.809  5.087  0.485
C  -2.923  6.162  0.675
Cl  -3.404  7.739  0.167
C  -1.654  5.971  1.259
C  -1.266  4.681  1.627
C  1.719  1.350  3.828
C  2.652  1.190  4.830
C  3.586  2.349  5.348
C  3.598  2.403  6.887
C  3.180  3.750  4.856
C  5.034  2.100  4.871
C  2.895  -0.175  5.326
O  3.908  -0.430  6.020
H  4.307  -2.575  5.442
H  3.681  -4.251  5.470
H  3.579  -3.281  3.970
H  0.061  -3.320  5.419
H  1.035  -3.854  4.014
H  1.230  -4.645  5.591
H  1.230  -2.178  7.413
H  2.308  -3.608  7.480
H  3.005  -1.966  7.358
H  0.410  -1.791  3.587
H  -0.810  -0.256  2.252
H  0.392  2.561  1.831
H  -2.472  1.426  1.690
H  -4.103  2.981  0.772
H  -4.791  5.258  0.030
H  -1.003  6.837  1.403
H  -0.296  4.547  2.104
H  1.500  2.377  3.530
H  3.976  1.456  7.282
H  4.253  3.218  7.231
H  2.584  2.582  7.263
H  3.238  3.850  3.760
H  2.169  4.029  5.191
H  3.880  4.493  5.284
H  5.064  2.046  3.776
H  5.689  2.920  5.200
H  5.398  1.158  5.293

The largest force on an atom is 3.28 eV/A. Its frontier orbital gap is 5.2 eV. For the HOMO energy, the calculation gives -0.2155 hartree.